Below is 8 unconnected molecules or ions with the total composition C44H102O30P6 in a non-equilibrium geometry, with properties calculated with ωB97M-V with the def2-TZVPD basis set.

```
182
Properties=species:S:1:pos:R:3:mulliken_charge:R:1
C -7.87 22.51 -8.86 -1.101
C -7.39 22.73 -7.40 0.026
O -6.91 21.54 -6.98 -0.324
P -5.35 21.14 -6.95 0.704
O -4.80 20.52 -8.20 -0.395
O -5.34 20.15 -5.66 -0.423
C -5.89 18.86 -5.76 -0.156
C -6.30 18.27 -4.47 -1.303
O -4.45 22.33 -6.29 -0.294
C -3.47 22.94 -7.02 0.865
C -2.63 23.74 -6.08 -1.572
H -8.67 21.77 -8.84 0.308
H -8.09 23.48 -9.31 0.405
H -7.11 22.08 -9.51 0.249
H -6.55 23.42 -7.43 0.075
H -8.17 23.06 -6.71 0.296
H -6.67 18.74 -6.51 0.329
H -5.18 18.22 -6.27 0.296
H -5.48 18.24 -3.75 0.310
H -7.00 18.95 -3.98 0.301
H -6.57 17.21 -4.53 0.377
H -2.78 22.18 -7.37 -0.295
H -3.83 23.52 -7.87 0.125
H -3.11 24.25 -5.24 0.391
H -2.03 23.03 -5.51 0.429
H -2.07 24.48 -6.64 0.360
C -0.97 37.72 -13.36 -1.410
C -2.21 36.86 -13.38 -1.583
O -1.88 35.79 -14.28 0.335
P -2.34 34.18 -14.18 5.275
O -2.99 33.63 -13.01 -0.896
O -3.20 33.81 -15.48 -0.555
C -4.49 34.17 -15.62 -2.230
C -4.63 35.53 -16.24 -1.675
O -0.89 33.49 -14.55 -0.396
C -0.01 33.25 -13.47 -0.044
C 1.30 32.50 -13.79 -1.506
H -1.35 38.64 -12.91 0.472
H -0.11 37.37 -12.79 0.295
H -0.76 38.01 -14.39 0.268
H -2.21 36.40 -12.39 0.016
H -3.23 37.21 -13.48 0.540
H -5.03 33.40 -16.17 0.422
H -4.87 34.20 -14.60 0.578
H -4.19 35.76 -17.21 0.167
H -5.62 36.00 -16.26 0.476
H -4.03 36.19 -15.62 0.011
H 0.18 34.24 -13.05 0.139
H -0.53 32.60 -12.77 0.032
H 1.12 31.49 -14.15 0.290
H 1.93 33.13 -14.42 0.402
H 1.90 32.37 -12.89 0.459
C 2.53 20.36 -13.25 -0.829
C 1.57 21.57 -13.28 -0.060
O 2.14 22.71 -13.98 -0.150
P 3.48 23.38 -13.55 0.641
O 4.73 22.57 -13.79 -0.792
O 3.45 24.80 -14.35 -0.101
C 4.15 24.89 -15.53 -0.341
C 3.59 26.05 -16.36 -1.028
O 3.15 23.90 -12.01 -0.056
C 4.23 24.24 -11.06 -0.498
C 4.71 25.68 -11.18 -1.024
H 3.59 20.60 -13.33 0.386
H 2.39 19.74 -12.36 0.155
H 2.33 19.80 -14.16 0.264
H 0.54 21.48 -13.63 0.390
H 1.53 21.89 -12.24 -0.114
H 5.23 24.97 -15.36 0.299
H 4.07 23.89 -15.96 0.332
H 3.85 27.02 -15.95 0.325
H 3.97 26.05 -17.38 0.406
H 2.51 25.91 -16.28 0.033
H 3.68 24.09 -10.13 0.360
H 5.02 23.50 -10.93 0.405
H 5.58 25.64 -10.53 0.365
H 4.85 26.03 -12.21 0.216
H 4.15 26.41 -10.61 0.317
C -10.23 32.56 -9.79 -1.245
C -8.92 32.20 -9.11 -0.231
O -8.34 31.12 -9.86 -0.170
P -6.86 30.44 -9.52 0.912
O -6.96 29.63 -8.29 -0.756
O -6.48 29.77 -10.93 -0.139
C -6.04 30.35 -12.21 -1.085
C -4.64 30.06 -12.51 0.306
O -5.71 31.54 -9.45 0.006
C -4.44 31.44 -8.96 -0.106
C -3.65 32.43 -9.94 -1.219
H -10.79 33.19 -9.10 0.368
H -10.10 33.06 -10.75 0.332
H -10.66 31.57 -9.90 0.297
H -8.26 33.06 -9.09 0.290
H -9.12 31.82 -8.11 0.308
H -6.62 29.92 -13.03 0.414
H -6.27 31.41 -12.27 0.290
H -4.17 30.85 -13.09 -0.461
H -3.96 29.86 -11.67 0.206
H -4.57 29.16 -13.13 0.319
H -4.49 31.62 -7.89 0.377
H -3.92 30.48 -9.00 -0.020
H -3.76 32.26 -11.01 0.064
H -3.89 33.49 -9.88 0.400
H -2.57 32.33 -9.89 0.372
C 0.07 24.18 -10.96 -0.770
C -1.42 24.35 -11.46 -0.261
O -1.56 25.75 -11.86 -0.086
P -2.88 26.57 -12.03 0.626
O -3.84 25.81 -12.85 -0.778
O -2.42 27.95 -12.77 0.024
C -2.08 27.89 -14.17 -0.776
C -1.75 29.34 -14.73 -0.046
O -3.32 26.96 -10.47 -0.183
C -4.63 27.26 -10.09 0.585
C -4.74 26.75 -8.62 -0.932
H 0.86 24.48 -11.65 0.220
H 0.33 24.73 -10.06 0.438
H 0.23 23.10 -10.91 -0.019
H -1.65 23.60 -12.22 0.295
H -2.02 24.08 -10.59 0.062
H -1.42 27.08 -14.47 0.417
H -2.99 27.66 -14.71 0.303
H -2.49 29.99 -14.26 -0.243
H -0.78 29.70 -14.38 0.111
H -2.02 29.50 -15.78 0.429
H -4.76 28.34 -10.15 -0.583
H -5.38 26.87 -10.77 0.409
H -4.14 27.39 -7.98 0.339
H -5.79 26.96 -8.42 0.420
H -4.42 25.75 -8.36 -0.053
C 1.00 16.86 -12.90 -1.095
C -0.48 16.62 -12.81 -0.395
O -1.01 17.87 -12.97 -0.376
P -1.61 18.62 -11.61 1.145
O -2.00 20.03 -11.79 -0.636
O -2.88 17.67 -11.15 -0.376
C -3.68 17.08 -12.07 -0.112
C -4.42 18.05 -12.91 -1.196
O -0.44 18.41 -10.48 -0.416
C 0.01 19.54 -9.72 0.331
C -0.87 20.09 -8.56 -1.171
H 1.63 15.97 -13.04 0.477
H 1.14 17.46 -13.80 0.255
H 1.38 17.43 -12.05 0.139
H -0.96 16.04 -13.61 0.429
H -0.81 16.10 -11.91 0.358
H -3.19 16.35 -12.70 0.094
H -4.46 16.62 -11.45 0.403
H -4.07 18.14 -13.94 0.322
H -5.42 17.65 -13.06 0.431
H -4.58 19.03 -12.46 0.277
H 0.92 19.29 -9.18 0.423
H 0.41 20.29 -10.40 -0.325
H -0.61 21.07 -8.14 0.404
H -1.93 20.09 -8.83 0.265
H -0.73 19.47 -7.68 0.368
C -0.77 25.70 -17.61 -0.749
C -0.77 25.92 -19.17 0.278
C -0.40 27.32 -19.79 -0.183
O 0.63 27.02 -20.63 -0.314
C 0.98 25.72 -20.60 0.612
O 1.93 25.16 -21.19 -0.592
O 0.17 25.03 -19.66 -0.356
H -1.40 26.46 -17.15 0.254
H 0.24 25.88 -17.25 -0.074
H -1.13 24.68 -17.45 0.451
H -1.65 25.50 -19.66 0.288
H -0.13 28.02 -19.00 0.210
H -1.26 27.76 -20.30 0.181
C -2.22 33.95 -19.48 -1.456
C -1.84 32.69 -18.65 0.375
C -2.96 32.07 -17.79 -0.210
O -3.01 30.77 -18.28 0.162
C -2.45 30.70 -19.46 0.799
O -2.60 29.93 -20.36 -0.660
O -1.59 31.69 -19.60 -0.284
H -1.90 34.75 -18.81 0.285
H -3.28 33.87 -19.73 0.293
H -1.67 34.06 -20.41 0.404
H -0.95 32.82 -18.03 0.435
H -3.95 32.53 -17.74 -0.054
H -2.46 31.96 -16.83 -0.658
```

Spin multiplicity: 2
Highest occupied orbital energy (spin up / spin down) (eV): 0.466 / -8.563
Total charge: -1